A structure of composition C64H156AsF6N8O6. Source: the OMol25 dataset; level of theory: ωB97M-V/def2-TZVPD.

- energy relative to the best compared isomer or geometry (same formula, charge and spin) (kJ/mol) = 130.7
- multiplicity = 1
- E_LUMO (eV) = -10.46
- E_HOMO (eV) = -19.385
- charge = +7

XYZ file:
```
241
C64H156AsF6N8O6 ωB97M-V/def2-TZVPD
As -17.97007 0.89816 12.31949
F -16.44259 0.47918 11.49321
F -18.73289 -0.61712 11.71438
F -19.62718 1.26474 13.06833
F -17.26411 2.43359 12.93702
F -18.58774 1.84966 10.88427
F -17.34703 -0.05635 13.73631
C -22.04359 -8.88779 16.69850
C -22.63737 -8.17371 17.98404
N -23.44607 -6.95278 17.73272
C -24.28055 -7.19015 16.42330
C -24.51251 -6.83828 18.81278
C -23.97461 -6.76804 20.23206
C -22.65607 -5.60438 17.67407
C -21.58193 -5.43923 16.66484
O -21.92158 -5.40144 15.30512
C -20.87845 -5.33801 14.33895
H -22.74030 -9.43920 16.06711
H -21.34131 -9.57988 17.16315
H -21.39146 -8.25589 16.09558
H -21.92345 -8.01763 18.79278
H -23.22210 -8.91340 18.53091
H -24.88375 -8.07567 16.62362
H -23.62377 -7.22752 15.55420
H -24.96772 -6.34876 16.33410
H -25.15783 -7.70305 18.65840
H -25.08503 -5.91494 18.72469
H -23.40073 -7.66973 20.44586
H -24.79594 -6.82452 20.94643
H -23.36796 -5.87902 20.40445
H -22.11252 -5.58376 18.61866
H -23.41741 -4.82434 17.67340
H -20.87401 -6.26130 16.77035
H -21.01729 -4.52571 16.85124
H -20.40800 -4.35580 14.38437
H -21.18176 -5.47988 13.30165
H -20.15601 -6.13670 14.50712
C -25.17966 -0.54551 12.51054
C -26.42593 -1.15786 11.78942
N -26.79994 -2.61138 12.26901
C -25.45221 -3.45927 12.23732
C -27.16085 -2.67242 13.82014
C -28.32333 -1.73839 14.26948
C -27.96930 -3.13580 11.37621
C -28.65708 -4.36088 11.96519
O -27.68195 -5.33442 12.25406
C -28.26548 -6.47607 13.03407
H -24.23458 -1.08269 12.43072
H -25.32503 -0.36110 13.57495
H -25.08228 0.40682 11.98931
H -26.17484 -1.23557 10.73159
H -27.26818 -0.51400 12.04274
H -25.16879 -3.34106 11.19147
H -25.71301 -4.44461 12.62356
H -24.75378 -3.06103 12.97332
H -26.23974 -2.46945 14.36645
H -27.46663 -3.69192 14.05513
H -28.88711 -2.25515 15.04615
H -29.00765 -1.59222 13.43376
H -27.93068 -0.76953 14.57808
H -27.55556 -3.37550 10.39669
H -28.60155 -2.25554 11.26004
H -29.40344 -4.69459 11.24430
H -29.23800 -4.23185 12.87842
H -27.60471 -6.78247 13.84499
H -28.18875 -7.33397 12.36606
H -29.31034 -6.47756 13.34451
C -15.78212 3.51686 19.45413
C -17.28682 3.79348 19.53089
N -18.12637 2.66000 18.86703
C -17.77833 2.37808 17.33983
C -17.95664 1.43716 19.92798
C -17.39316 0.19329 19.24822
C -19.54741 3.32065 18.77378
C -20.69319 2.68822 17.91344
O -20.56836 1.28417 18.08041
C -21.66534 0.71423 17.40760
H -15.33635 2.63340 19.91118
H -15.36638 4.42187 19.89711
H -15.47405 3.56007 18.40947
H -17.29359 4.65058 18.85750
H -17.71209 3.93138 20.52499
H -16.73526 2.06528 17.29235
H -18.04337 3.35063 16.92510
H -18.39749 1.56038 16.97092
H -18.92265 1.15699 20.34803
H -17.26184 1.69050 20.72871
H -16.42760 0.32236 18.75919
H -18.16607 -0.28089 18.64335
H -17.17459 -0.64872 19.90500
H -19.41222 4.38951 18.60832
H -19.89120 3.28495 19.80753
H -20.49225 2.89556 16.86238
H -21.66584 3.17623 17.97595
H -22.67847 0.68541 17.80865
H -21.51041 -0.35295 17.24879
H -21.72273 1.23306 16.45071
C -23.60692 2.20829 4.05130
C -22.28663 3.02556 4.43436
N -21.92437 3.00003 5.98653
C -21.26928 1.59876 6.29437
C -20.95409 4.14202 6.34590
C -19.65256 4.30700 5.46111
C -23.14721 3.06194 6.94950
C -24.09284 4.20010 6.58164
O -23.64417 5.47389 7.15082
C -24.48504 6.54924 6.73308
H -23.54837 1.12085 4.00512
H -24.08352 2.40873 3.09172
H -24.46232 2.40802 4.69667
H -22.23941 4.07951 4.16037
H -21.50900 2.52445 3.85793
H -20.55149 1.35265 5.51187
H -22.07349 0.91090 6.03324
H -20.75329 1.46604 7.24528
H -20.85287 4.05943 7.42805
H -21.42017 5.12390 6.26356
H -19.23163 5.25330 5.80088
H -19.99219 4.63323 4.47809
H -18.81599 3.60971 5.41590
H -22.70130 3.13742 7.94126
H -23.72237 2.13826 6.88551
H -25.09449 4.15198 7.00878
H -24.33488 4.24003 5.51960
H -23.96063 6.96646 5.87341
H -24.42619 7.36674 7.45166
H -25.53535 6.40445 6.48011
C -15.58442 -0.52028 6.82179
C -15.01940 -1.65532 7.66691
N -14.50945 -2.92886 6.88167
C -15.74204 -3.72302 6.40760
C -13.59140 -2.48316 5.66278
C -13.17130 -3.56963 4.70683
C -13.60567 -3.77604 7.81331
C -14.22772 -4.15686 9.21673
O -15.22227 -5.10017 8.84068
C -16.20577 -5.55065 9.76904
H -16.00663 0.30801 7.39078
H -16.46030 -0.83343 6.25357
H -14.92038 -0.04366 6.10068
H -15.83452 -1.98332 8.31197
H -14.23429 -1.28325 8.32513
H -16.23360 -3.27117 5.54603
H -16.45990 -3.83503 7.22014
H -15.42159 -4.65243 5.93684
H -12.72357 -2.07884 6.18385
H -14.25063 -1.75025 5.19763
H -12.67169 -3.05487 3.88615
H -14.01551 -4.02752 4.19132
H -12.56869 -4.34690 5.17671
H -12.60825 -3.34366 7.89263
H -13.40112 -4.67397 7.23022
H -14.71221 -3.34109 9.75330
H -13.56008 -4.60855 9.95043
H -16.94922 -4.76816 9.92102
H -15.76543 -5.79628 10.73542
H -16.69089 -6.42189 9.32893
C -12.55773 3.23524 14.13976
C -11.70276 3.73633 12.93759
N -11.87481 5.16482 12.42255
C -10.75071 5.41816 11.43938
C -13.23264 5.44991 11.63611
C -13.39287 4.57166 10.33382
C -11.86028 6.08630 13.62394
C -12.07096 7.59880 13.26827
O -11.03183 8.06901 12.40910
C -11.30525 9.46909 12.14878
H -13.63636 3.38260 14.08568
H -12.13163 3.52748 15.09951
H -12.43673 2.15799 14.25367
H -11.93152 3.20136 12.01587
H -10.63968 3.54643 13.08559
H -9.80106 5.38214 11.97321
H -10.93141 6.40447 11.01200
H -10.87722 4.67492 10.65219
H -13.44037 6.49075 11.38792
H -13.88327 5.11171 12.44259
H -14.37454 4.62832 9.86349
H -13.28978 3.50001 10.50426
H -12.64037 4.60123 9.54581
H -10.89819 5.86433 14.08568
H -12.65810 5.75046 14.28635
H -11.98869 8.03319 14.26459
H -13.11116 7.82628 13.03516
H -12.15083 9.88978 12.69294
H -11.51990 9.59867 11.08802
H -10.35572 9.99499 12.24843
C -15.49227 -4.84728 16.15837
C -15.44746 -6.33097 16.06957
C -14.59755 -7.15115 17.09651
N -14.51114 -8.72368 16.81286
C -13.96909 -9.17998 15.37935
C -15.97787 -9.31357 17.14856
C -15.95280 -9.59407 18.70484
C -14.46079 -9.54777 19.13912
C -13.62417 -9.49496 17.89513
H -16.28356 -4.40816 15.55081
H -14.60285 -4.42239 15.69309
H -15.62157 -4.42750 17.15594
H -15.07607 -6.56176 15.07111
H -16.49458 -6.63353 16.07924
H -14.81761 -7.11566 18.16349
H -13.60379 -6.75248 16.89261
H -12.95752 -8.79283 15.50171
H -14.57734 -8.70925 14.60699
H -14.00702 -10.26750 15.31627
H -15.96814 -10.23934 16.57327
H -16.76512 -8.61817 16.85739
H -16.46746 -10.53404 18.90406
H -16.37689 -8.77109 19.28011
H -14.23764 -10.45269 19.70427
H -14.28926 -8.68371 19.78105
H -13.37795 -10.51650 17.60539
H -12.59925 -9.12567 17.93087
C -19.59922 8.83919 9.20257
C -19.58720 7.79898 10.21978
C -20.18826 8.24942 11.58873
N -21.05341 7.11946 12.30020
C -20.29182 5.75198 12.25190
C -22.46292 6.95585 11.61302
C -23.43479 6.45129 12.64684
C -22.69675 6.79849 14.02664
C -21.53737 7.62367 13.66797
H -18.67236 9.39400 9.34823
H -20.46876 9.49396 9.14525
H -19.57492 8.42343 8.19526
H -18.68042 7.24001 10.45085
H -20.26086 7.10602 9.71568
H -20.92683 9.04438 11.48542
H -19.44890 8.64264 12.28646
H -20.24559 5.35191 11.23903
H -20.58093 4.98803 12.97364
H -19.28674 6.07090 12.52791
H -22.31289 6.32810 10.73466
H -22.88310 7.93065 11.36545
H -23.48202 5.42294 12.28852
H -24.45991 6.82046 12.61665
H -22.55519 5.78262 14.39550
H -23.29761 7.36446 14.73849
H -20.65238 7.39598 14.26215
H -21.85211 8.66702 13.64712
```

A structure of composition C4H9F3O2SSi. Source: the OMol25 dataset; level of theory: ωB97M-V/def2-TZVPD.

- energy relative to the best compared isomer or geometry (same formula, charge and spin) (kJ/mol) = 326.7
- multiplicity = 1
- E_LUMO (eV) = -0.88
- E_HOMO (eV) = -8.261

XYZ file:
```
20
C4H9F3O2SSi ωB97M-V/def2-TZVPD
C -1.52156 0.37675 1.56780
C -0.75635 1.84898 -1.36720
C 1.31984 1.79146 0.90500
C 1.13239 -1.82731 -0.35068
O -0.17320 -3.23687 -2.49351
O -0.70168 -4.10003 -0.33263
F 1.99984 -1.20797 -1.14247
F -0.03228 -0.98335 -0.41128
F 1.57628 -1.43431 0.95100
Si -0.30860 1.22155 0.30968
S 0.30608 -3.89831 -1.31403
H -0.87696 -0.48728 2.09509
H -1.97501 0.96642 2.35904
H -2.49488 -0.14169 1.11413
H -1.50417 1.13900 -1.64577
H -1.22752 2.77733 -1.28077
H -0.00108 1.61073 -2.04931
H 1.70937 2.75473 0.43386
H 1.45137 1.81354 1.99074
H 2.07814 1.01663 0.66132
```

A structure of composition C30H50Br10F15Fe2O10. Source: the OMol25 dataset; level of theory: ωB97M-V/def2-TZVPD.

- multiplicity = 9
- E_LUMO (spin up / spin down) (eV) = 1.23 / 1.22
- <S²> = 20.02
- E_HOMO (spin up / spin down) (eV) = -3.243 / -3.243
- charge = -1

XYZ file:
```
117
C30H50Br10F15Fe2O10 ωB97M-V/def2-TZVPD
Fe -2.75839 -1.92075 -0.24346
Fe -0.49578 -1.03150 2.21108
C 0.58333 -2.81881 3.94633
O 0.32882 -1.39513 4.11719
O 0.02218 -2.96195 2.72857
C 2.10281 -3.10881 4.18530
F 2.37231 -3.02327 5.49079
F 2.38168 -4.36780 3.80271
F 2.93935 -2.31309 3.50485
C 0.33025 -0.97883 5.49063
C -0.40367 0.35135 5.65045
H -0.10315 1.17572 5.00574
H -1.49257 0.24827 5.60712
H -0.29085 0.73702 6.66990
H 1.36879 -0.71468 5.69887
H -0.20969 -1.62571 6.17911
H 0.07231 -3.36721 4.74825
C -3.96034 -0.74372 2.14123
O -4.30480 -0.94246 0.77328
O -2.64130 -1.07557 2.17710
C -4.36295 0.64219 2.67080
F -3.57915 1.01572 3.68315
F -4.27975 1.59632 1.72747
F -5.65038 0.69390 3.09379
C -5.72346 -0.88986 0.48116
C -5.87680 -0.88433 -1.04018
H -5.58927 -1.84009 -1.47820
H -6.89186 -0.55518 -1.25267
H -5.14491 -0.17866 -1.43308
H -6.24956 -0.02985 0.88471
H -6.10554 -1.84825 0.84501
H -4.51503 -1.53433 2.66376
C -2.63953 -1.62632 -3.02893
O -2.70725 -0.55245 -2.07667
O -2.93301 -2.66251 -2.19543
C -3.60183 -1.36388 -4.21849
F -4.74565 -0.78850 -3.79562
F -3.02030 -0.55635 -5.12332
F -3.94647 -2.49653 -4.82479
C -2.40657 0.75076 -2.55789
C -2.60559 1.74562 -1.41703
H -1.91742 1.45008 -0.62084
H -2.56378 2.81694 -1.59575
H -3.61826 1.61356 -1.01857
H -2.99777 1.09562 -3.40530
H -1.36306 0.82752 -2.87346
H -1.63878 -1.74274 -3.46929
C -0.16707 -5.94681 -2.79817
O -0.04365 -5.08213 -1.62204
O -1.48889 -6.10492 -2.95381
C 0.70677 -5.37971 -3.93920
F 0.36933 -5.85431 -5.16570
F 0.73336 -4.01615 -4.00959
F 2.03589 -5.74638 -3.80025
C 1.24104 -4.98156 -1.07052
C 1.21505 -4.86260 0.46776
H 1.99771 -5.46389 0.92501
H 1.38863 -3.81271 0.71450
H 0.21689 -5.14086 0.80228
H 1.88052 -4.21405 -1.53296
H 1.88725 -5.86203 -1.21954
H 0.30932 -6.89295 -2.47798
C 0.64069 -1.11139 -0.25299
O 1.10153 -0.41518 0.93061
O -0.68414 -1.29863 0.00982
C 1.04346 -0.42614 -1.57724
F 2.38345 -0.40723 -1.70963
F 0.62466 -1.15302 -2.61588
F 0.47352 0.78996 -1.67271
C 2.50028 -0.19528 1.14741
C 2.66861 0.66077 2.39385
H 3.57012 0.40240 2.95877
H 2.88058 1.69660 2.12803
H 1.84977 0.61301 3.10688
H 2.82569 0.47282 0.34398
H 3.23521 -0.99821 1.06197
H 1.20828 -2.05045 -0.23505
Br 6.06607 0.73580 0.01527
C 6.08338 0.71490 -1.91947
C 5.04893 1.70081 -2.44984
Br 5.50570 3.55441 -1.97221
H 5.86688 -0.26013 -2.35060
H 7.03463 1.06813 -2.31337
H 4.06161 1.56734 -2.02037
H 4.97600 1.63655 -3.53365
Br 2.17075 3.55722 -0.08545
C 0.63065 4.01866 -1.22702
C 0.42165 5.50471 -1.39919
Br -0.96948 5.84246 -2.76480
H -0.25167 3.51837 -0.83258
H 0.73858 3.64158 -2.24463
H 1.29440 6.06430 -1.73040
H 0.16679 6.02414 -0.47415
Br -0.63101 -2.19259 -6.81968
C 0.74326 -1.11967 -5.92904
C 0.24710 0.28995 -5.69894
Br 1.64603 1.36838 -4.79545
H 1.62563 -1.16341 -6.55964
H 0.94682 -1.59895 -4.97474
H -0.66746 0.26536 -5.11327
H 0.12532 0.81482 -6.64084
Br 1.64922 6.04129 3.31125
C 3.49926 5.69756 3.84159
C 4.16395 4.82949 2.77650
Br 5.68908 3.85367 3.58017
H 3.49682 5.04978 4.71254
H 3.97197 6.66764 3.91920
H 4.55912 5.41512 1.95045
H 3.55992 4.02486 2.37448
Br -2.74740 4.57947 0.89268
C -1.25254 4.52107 2.21276
C -1.47738 3.35725 3.17359
Br -0.77464 1.74199 2.25944
H -1.29838 5.46543 2.75144
H -0.27462 4.42491 1.74858
H -2.52300 3.19331 3.40934
H -0.89314 3.54359 4.07300
```